{
  "formula": "C6H12N2O",
  "method": "ωB97M-V/def2-TZVPD",
  "symbols": ["C", "C", "C", "C", "N", "C", "N", "H", "H", "H", "H", "H", "H", "H", "H", "C", "O", "H", "H", "H", "H"],
  "coordinates": [[-0.384938, 1.116118, -1.624458], [0.282496, -0.198987, -1.143131], [1.331284, 0.065073, -0.118071], [2.707177, -0.390244, -0.162996], [3.220063, 0.105098, 1.119077], [2.243807, 0.869341, 1.684596], [1.125954, 0.882430, 1.074693], [0.303802, 1.695341, -2.225449], [-0.706927, 1.907481, -0.928958], [-1.202271, 0.908062, -2.320474], [-0.447325, -0.781566, -0.597202], [0.909159, -0.823278, -1.923200], [3.159253, -0.913641, -0.807923], [4.197586, 0.198099, 1.360654], [2.348705, 1.310082, 2.528500], [-2.814286, -1.103486, 0.742359], [-4.237205, -0.945205, 0.828468], [-2.651731, -2.096223, 0.417728], [-2.458240, -0.308604, 0.168148], [-2.382674, -1.060825, 1.817368], [-4.543680, -0.435061, 0.110277]],
  "atomic_forces_ev_per_a": [[0.230, 0.109, -1.215], [1.363, 0.309, 0.150], [3.739, 0.533, 1.547], [-6.938, 6.320, 7.768], [-0.228, -0.437, -2.356], [0.404, -3.222, -4.552], [-1.119, -1.764, -3.270], [0.568, -0.083, -0.353], [-0.019, -1.102, 0.580], [-0.149, -0.097, 0.245], [-0.332, -0.634, -0.492], [-2.051, 1.228, 0.962], [3.682, -3.905, -4.511], [-0.242, -0.194, -0.069], [1.141, 2.908, 5.536], [-1.291, -0.168, 3.335], [0.291, -0.830, 1.543], [0.756, -0.868, -0.914], [1.245, 0.864, -1.025], [-0.659, 0.222, -1.733], [-0.390, 0.810, -1.178]],
  "mulliken_charge": [-1.317, 0.175, 0.504, -1.015, -0.140, -0.401, -0.550, 0.448, 0.350, 0.330, -0.075, 0.228, 0.607, 0.235, 0.635, -0.265, -0.543, 0.267, 0.016, 0.221, 0.292],
  "orbital_gap_ev": 9.459,
  "e_tot_ha": -420.48371,
  "max_force_ev_per_a": 12.18,
  "smiles": "CCc1c[nH]cn1.CO",
  "lumo_energy_ev": 0.83,
  "de_lowest_kj_mol": 263.03,
  "multiplicity": 1
}